No. 1
ORCA calculation (ωB97M-V/def2-TZVPD) on a molecular structure, C9H12AgB11Br6F5STe.

multiplicity: 1
energy relative to the best compared isomer or geometry (same formula, charge and spin): 59.32 kcal per mole
HOMO level: -11.95 eV
Kohn-Sham gap: 0.2203 Ha
total charge: +1

Each line ends with the Löwdin charge.
Cartesian coordinates (Å):
Ag: 1.92603 -1.31261 2.73287  0.2867
Br: -0.63103 -2.09466 1.37574  0.9450
B: 0.13308 -1.98667 -0.34587  -0.7760
B: -0.71593 -1.69585 -1.84651  -0.3539
C: 0.46610 -2.23253 -3.02710  0.0249
B: 0.43014 -3.09184 -1.60238  -0.2769
B: 1.94771 -2.87022 -2.42157  -0.2460
B: 1.91178 -1.44510 -3.46820  -0.2414
B: 0.41805 -0.57101 -2.93517  -0.2369
B: -1.27141 -0.00095 -1.53000  -0.9788
Br: -2.81535 0.44681 -2.55258  0.9470
B: 1.95258 -0.02421 -2.41896  -0.9115
Br: 2.68641 1.69142 -2.93245  0.8721
B: 2.93117 -1.48119 -2.06043  -0.9274
Br: 4.82313 -1.60592 -1.88294  0.9600
B: 1.80422 -2.28113 -0.67210  -0.8577
Br: 2.79800 -3.15230 0.80611  0.8521
B: 2.02257 -0.54084 -0.83449  -0.8447
Br: 2.59431 0.54392 0.61948  0.8969
H: -1.74160 -2.18822 -2.18564  0.1468
H: -0.02747 -2.73409 -3.84731  0.1945
H: -0.01249 -4.18634 -1.51812  0.1804
H: 2.39196 -3.88601 -2.83194  0.1786
H: 2.23106 -1.48225 -4.60630  0.1736
H: -0.17904 0.05731 -3.74662  0.1542
C: 1.22172 -1.34801 6.44804  -0.4313
Te: 0.92938 0.07938 4.90104  1.2101
C: -1.13672 -0.32501 4.63662  -0.4407
H: 0.79189 -2.29912 6.14614  0.0106
H: 0.74784 -0.97658 7.35340  0.0115
H: 2.29416 -1.45116 6.60421  0.0068
H: -1.65658 0.00911 5.53189  0.0142
H: -1.28490 -1.39129 4.47859  -0.0007
H: -1.48048 0.24568 3.77120  -0.0054
F: -3.42079 6.23209 -0.76229  0.1666
C: -2.83843 5.05336 -0.64667  -0.1227
C: -2.13656 4.52504 -1.71201  -0.1286
F: -2.04559 5.20616 -2.84580  0.1549
C: -1.52662 3.29605 -1.58314  -0.2567
F: -0.83983 2.82672 -2.61415  0.0925
C: -1.62701 2.56684 -0.40609  -0.3845
S: -0.80067 1.03375 -0.14689  1.0477
C: -2.32353 3.12827 0.65292  -0.2183
F: -2.41587 2.47849 1.81601  0.0971
C: -2.92931 4.35831 0.54286  -0.1344
F: -3.59607 4.87634 1.56657  0.1495

Cartesian forces, eV/Å:
Ag -0.07 0.12 0.10
Br -0.09 0.06 -0.05
B 0.19 0.77 0.19
B 0.17 -0.85 -0.46
C -0.10 0.01 -0.02
B -0.34 0.07 0.07
B 0.27 -0.10 -0.20
B -0.04 0.22 -0.15
B 0.08 -0.02 0.25
B -0.29 0.11 0.19
Br -0.11 -0.13 -0.09
B 0.82 -0.03 -0.30
Br -0.03 -0.02 -0.02
B -0.40 0.23 0.23
Br 0.08 0.01 -0.02
B 0.45 -0.59 -0.35
Br -0.04 -0.06 0.04
B -0.84 0.04 0.08
Br -0.08 0.05 -0.01
H 0.04 0.12 0.05
H 0.03 -0.03 0.01
H 0.03 0.16 0.15
H -0.12 0.01 0.15
H -0.03 -0.04 0.15
H 0.00 0.07 0.32
C 0.01 0.00 0.06
Te 0.30 -0.18 -0.25
C -0.07 0.04 -0.08
H 0.03 0.02 0.02
H 0.02 -0.03 -0.03
H -0.08 -0.01 0.01
H -0.02 -0.03 -0.07
H -0.02 0.07 0.01
H 0.02 -0.09 0.12
F -0.03 0.07 -0.01
C -0.13 0.22 0.00
C 0.02 0.11 -0.17
F 0.01 -0.03 0.00
C 0.06 -0.02 0.06
F 0.19 -0.09 -0.11
C -0.03 -0.06 0.08
S 0.24 -0.07 -0.21
C 0.00 -0.16 0.08
F 0.02 -0.09 0.00
C -0.14 0.14 0.17
F 0.01 -0.01 0.00



No. 2
ORCA calculation (ωB97M-V/def2-TZVPD) on 3 unconnected molecules or ions with the total composition C6H14NO in a non-equilibrium geometry.

multiplicity: 1
energy relative to the best compared isomer or geometry (same formula, charge and spin): 175.07 kcal per mole
HOMO level: -2.88 eV
Kohn-Sham gap: 0.1390 Ha
total charge: -1

Each line ends with the Löwdin charge.
Cartesian coordinates (Å):
C: 2.82241 1.56989 -0.89455  -0.4049
N: 3.47707 0.53185 -1.26028  0.0255
C: -0.97082 0.61644 0.63257  -0.1951
C: -0.33523 -0.68400 0.13583  -0.4873
C: -0.32067 -0.92230 -1.35784  -0.0954
C: 0.96899 -1.12153 0.84713  -0.0913
C: -2.51119 0.52409 1.09316  -0.4800
O: -3.05725 -0.63997 0.69720  -0.3208
H: 2.69939 1.75980 0.20777  0.0730
H: 2.55438 2.41503 -1.49933  -0.0015
H: 1.07210 1.59261 -0.58169  0.2410
H: -0.36971 1.05166 1.41473  0.0726
H: -1.00453 1.38259 -0.17269  0.0691
H: -1.07558 -1.38190 0.58601  0.1081
H: -1.04634 -0.36097 -1.91814  0.0633
H: 0.66712 -0.66504 -1.79523  0.0545
H: -0.43951 -2.01654 -1.49018  0.0791
H: 1.22502 -2.16673 0.59328  0.0713
H: 1.68633 -0.44858 0.40122  0.0072
H: 0.86656 -1.12843 1.93892  0.0720
H: -2.58257 0.58561 2.20378  0.0740
H: -2.99348 1.43660 0.69529  0.0657

Cartesian forces, eV/Å:
C -0.84 -0.61 -1.17
N -0.96 0.88 0.85
C 0.68 1.08 -1.08
C -1.72 -1.43 2.16
C 1.38 -0.78 0.04
C -0.66 0.04 -1.01
C -0.48 -1.73 -0.03
O -0.11 0.59 -0.14
H -0.56 -0.22 0.15
H 0.82 0.83 -0.45
H 1.33 -0.88 0.75
H 0.28 0.25 0.61
H 0.23 -0.20 0.02
H 0.00 0.08 -0.80
H -0.63 0.02 0.00
H -0.27 -0.04 0.20
H -0.14 0.57 -0.40
H -0.05 0.42 -0.22
H 1.11 -0.07 0.69
H 0.16 0.59 -0.23
H 0.51 0.42 0.13
H -0.07 0.19 -0.08



No. 3
ORCA calculation (ωB97M-V/def2-TZVPD) on a molecular structure, C25H40BO4Ti in a non-equilibrium geometry.

multiplicity: 3
HOMO level (alpha / beta): 0.82 / -3.60 eV
Kohn-Sham gap (alpha / beta): 0.0535 / 0.2150 Ha
total charge: -1

Each line ends with the Löwdin charge.
Cartesian coordinates (Å):
O: -0.02999 -0.97815 -3.65452  -0.1152
C: 0.18743 0.01550 -4.72138  -0.2559
C: 0.17355 -0.92734 -5.89729  -0.1758
H: 1.16051 0.49345 -4.55472  0.0981
H: -0.64003 0.73765 -4.82528  0.0668
C: -0.05494 -1.94082 -4.76895  -0.5832
H: 1.13217 -1.02155 -6.41066  0.0950
H: -0.69578 -0.81765 -6.53960  0.0871
C: 1.11377 -2.89974 -4.87506  -0.0438
H: 2.05552 -2.33898 -4.99116  0.0820
H: 0.96186 -3.49121 -5.79067  0.0880
H: 1.18674 -3.57848 -4.02900  0.0740
C: -1.44887 -2.52277 -4.87470  -0.0617
H: -2.16517 -1.69197 -5.02097  0.0688
H: -1.69864 -3.09184 -3.96818  0.0708
H: -1.49524 -3.19097 -5.74707  0.0818
Ti: -0.70841 -0.76671 -0.05963  0.6253
C: -2.00703 -0.77386 1.76210  -0.1965
C: -2.18383 0.56754 1.25959  -0.1507
C: -2.92746 0.46835 0.03450  -0.1356
H: -1.92893 1.48461 1.81298  0.1044
C: -3.05661 -0.91128 -0.31146  -0.1510
C: -2.53913 -1.67778 0.77949  -0.2174
H: -2.65525 -2.74633 0.93071  0.1009
H: -1.69148 -1.06611 2.76181  0.1089
H: -3.48918 1.29986 -0.40269  0.0986
H: -3.62113 -1.34329 -1.13913  0.0966
C: 0.62840 -2.45620 1.19514  -0.1384
C: -0.34058 -3.08648 0.36602  -0.1629
C: -0.17513 -2.61653 -0.98183  -0.2152
H: -1.00881 -3.90150 0.66620  0.1135
C: 0.99205 -1.76026 -0.99914  -0.1808
C: 1.42181 -1.57597 0.36882  -0.1697
H: 2.30584 -1.00666 0.66308  0.1105
H: 0.83794 -2.74202 2.22711  0.1221
H: -0.76768 -2.89998 -1.84417  0.0924
H: 1.47432 -1.39304 -1.90302  0.1046
O: -0.25124 1.14596 -1.02768  -0.2675
C: -0.98408 1.76771 -2.16013  -0.1616
C: -1.49416 3.10827 -1.62053  -0.2101
H: -1.79542 1.10573 -2.48602  0.1077
H: -0.25691 1.87943 -2.97759  0.0956
C: -0.57962 3.45367 -0.43050  -0.1612
H: -2.55268 3.01809 -1.32358  0.0836
H: -1.41201 3.88781 -2.38732  0.0793
C: 0.39412 2.27437 -0.36526  -0.1623
H: -1.10186 3.51971 0.53031  0.0953
H: -0.02781 4.39940 -0.56514  0.1022
H: 0.68191 2.02208 0.64495  0.0861
H: 1.30789 2.46996 -0.93889  0.1180
C: 0.85521 0.20487 5.74147  -0.0188
C: 0.65875 0.75997 4.35126  -0.4869
C: -0.31927 1.95701 4.42342  -0.0150
O: 0.06002 -0.24453 3.52205  0.0406
B: 0.50914 -0.01427 2.20638  -0.4744
O: 1.60647 0.83931 2.20135  0.0430
C: 1.98079 1.06714 3.57035  -0.4935
C: 2.44799 2.48648 3.75500  -0.0183
C: 3.09301 0.06172 3.86817  -0.0130
H: -0.10980 -0.03179 6.21232  0.0947
H: 1.34515 0.98201 6.34615  0.0913
H: 1.47961 -0.69761 5.71809  0.0850
H: -1.30122 1.59324 4.77556  0.0996
H: -0.00144 2.70762 5.16882  0.0866
H: -0.43410 2.46888 3.44779  0.0876
H: 2.59219 2.64050 4.83345  0.0921
H: 3.41429 2.62285 3.26411  0.0883
H: 1.72608 3.22272 3.36885  0.0895
H: 2.77570 -0.98570 3.72792  0.1017
H: 3.93471 0.26848 3.19484  0.0946
H: 3.45601 0.18741 4.89273  0.0839

Cartesian forces, eV/Å:
O 0.40 0.00 -2.39
C 0.16 1.71 0.49
C -0.24 0.05 0.86
H -0.35 0.30 0.00
H 0.37 -0.01 0.58
C -0.23 -0.98 -0.90
H -0.38 0.01 -0.15
H 0.26 0.13 -0.28
C -0.07 -0.42 0.55
H -0.30 -0.22 0.22
H 0.08 0.13 0.24
H 0.11 -0.15 0.17
C 0.11 -0.34 0.13
H 0.22 -0.47 0.22
H -0.13 0.13 -0.22
H -0.11 0.12 0.20
Ti 0.76 2.65 3.85
C -1.45 -0.47 -0.53
C -1.38 -0.72 -0.07
C 0.23 -0.44 0.98
H -0.15 -0.58 -0.48
C -0.52 0.09 0.38
C -1.02 0.92 1.10
H -0.03 0.48 -0.23
H 0.04 0.20 -0.61
H 0.83 -0.35 -0.39
H 0.27 0.37 0.18
C -0.15 -0.85 -1.47
C 1.50 -0.21 -0.09
C 0.94 -0.78 -0.42
H 0.25 0.72 -0.04
C 0.41 -0.81 0.82
C 0.34 -1.31 -1.57
H -0.47 -0.28 -0.03
H -0.34 0.56 -0.20
H 0.27 -0.11 0.15
H -0.39 0.27 0.46
O -0.39 1.10 -0.43
C 0.52 -0.27 0.52
C -0.21 0.23 -0.13
H 0.32 -0.05 0.18
H -0.26 0.10 0.28
C 0.34 -0.23 0.16
H 0.49 0.15 -0.11
H -0.18 -0.26 0.07
C 0.24 -0.12 -0.62
H -0.20 0.03 -0.29
H -0.24 -0.35 -0.03
H -0.11 -0.38 -0.01
H -0.06 0.12 0.02
C 0.25 0.03 0.29
C -0.17 0.17 -0.16
C -0.01 0.16 0.11
O 0.49 0.27 -0.44
B -1.15 0.28 -1.78
O -0.22 0.02 0.59
C -0.25 -0.30 0.15
C 0.21 0.18 0.26
C 0.25 0.10 0.24
H 0.24 0.04 -0.22
H -0.01 -0.30 0.06
H -0.23 0.24 0.11
H 0.37 0.03 -0.38
H 0.08 -0.25 -0.34
H -0.01 -0.36 0.45
H 0.01 0.24 -0.18
H -0.10 0.12 -0.04
H 0.31 -0.33 0.14
H 0.00 0.46 0.01
H -0.22 -0.11 0.06
H 0.04 -0.10 -0.04



No. 4
ORCA calculation (ωB97M-V/def2-TZVPD) on 5 unconnected molecules or ions with the total composition CH11O4S in a non-equilibrium geometry.

multiplicity: 1
energy relative to the best compared isomer or geometry (same formula, charge and spin): 19.20 kcal per mole
HOMO level: -3.53 eV
Kohn-Sham gap: 0.2606 Ha
total charge: -1

Each line ends with the Löwdin charge.
Cartesian coordinates (Å):
C: -3.03919 1.66349 0.87448  -0.6319
S: -1.53375 0.61445 0.91377  0.3449
H: -3.93031 1.05092 1.11515  -0.0087
H: -3.43851 2.27371 0.06362  -0.0011
H: -2.80687 2.27976 1.74091  -0.0336
H: 0.75733 -1.63312 1.77845  0.0011
H: -0.77137 -1.40285 1.73241  -0.1166
O: -0.07963 -1.94028 2.14777  -0.1352
H: -0.66152 2.00289 -1.65842  0.0087
H: -0.52614 0.78697 -0.87336  -0.1319
O: -0.04591 1.25745 -1.64540  -0.2084
H: 3.52876 -2.27349 -1.42988  0.0006
H: 4.02760 -0.92137 -1.51170  0.0278
O: 4.31613 -1.82891 -1.72228  -0.0814
H: 1.15637 -1.37833 -0.38375  0.0246
H: 1.26378 0.12791 -0.59741  -0.0037
O: 1.78321 -0.67921 -0.54436  -0.0553

Cartesian forces, eV/Å:
C -0.68 -0.73 1.33
S -0.07 -0.12 -0.67
H 0.43 0.09 0.20
H 0.99 0.08 -0.60
H -0.72 0.51 -0.11
H -0.27 0.19 0.11
H -0.12 0.39 -0.02
O 0.42 -0.59 0.02
H 0.39 0.17 -0.23
H 0.31 0.34 -0.50
O -0.75 -0.31 0.52
H -0.53 -0.63 0.13
H 0.32 -0.30 -0.20
O 0.18 0.94 0.06
H -0.52 -0.23 0.01
H -0.21 0.35 -0.22
O 0.81 -0.16 0.16



The energy results, record by record, are as follows: -472936.8635 -9979.0320 -58553.1282 -20242.0892 eV.